1.
{"formula": "C2H5O2S2", "method": "ωB97M-V/def2-TZVPD", "e_lumo_ev": 2.98, "charge": -1, "multiplicity": 1, "e_homo_ha": -0.1537, "symbols": ["C", "S", "S", "H", "H", "H", "H", "O", "C", "O", "H"], "positions_angstrom": [[-0.410299, -0.298701, 0.924617], [-1.957501, -1.256546, 0.946861], [-3.015687, -0.517220, -0.644843], [0.238560, -0.957966, 0.181178], [-0.096824, 0.631646, 0.511991], [0.155022, -0.444018, 1.878163], [-2.853301, -1.651569, -1.357518], [1.310477, 0.149021, -1.036471], [2.033990, 1.083269, -0.648380], [2.876418, 1.120003, 0.305168], [1.719145, 2.142081, -1.060766]], "atomic_forces_ev_per_a": [[3.0, -4.1, -0.8], [-0.1, 1.3, 0.8], [0.0, -0.6, -0.1], [-1.1, 1.4, 1.7], [-1.4, 1.2, -0.2], [-1.0, 0.1, -0.3], [-0.1, 0.4, -0.3], [1.0, 0.0, -1.0], [-0.2, 1.4, 1.8], [-0.8, -0.2, -1.6], [0.7, -1.0, 0.1]]}

2.
{"formula": "C15H13BF7N4O3", "method": "ωB97M-V/def2-TZVPD", "e_lumo_ev": -5.49, "charge": 1, "multiplicity": 1, "e_homo_ha": -0.3815, "symbols": ["O", "B", "O", "O", "N", "N", "N", "C", "C", "F", "F", "C", "F", "F", "N", "F", "H", "H", "H", "F", "C", "C", "C", "C", "C", "C", "H", "H", "H", "H", "H", "F", "C", "C", "C", "C", "C", "C", "H", "H", "H", "H", "H"], "positions_angstrom": [[6.411742, 1.080595, -2.651513], [6.526985, 1.309052, -3.975453], [7.532765, 0.914772, -4.752137], [5.593382, 2.166240, -4.723519], [4.430416, 2.445325, -4.194136], [4.058203, 3.579453, -3.712743], [2.781032, 3.472883, -3.390032], [2.351699, 2.252673, -3.680040], [0.922879, 1.772985, -3.419836], [0.846039, 1.368188, -2.142000], [0.149913, 2.843553, -3.586883], [0.393233, 0.658448, -4.334037], [0.568393, 1.059150, -5.607622], [1.114077, -0.460429, -4.115977], [3.396608, 1.597570, -4.196929], [3.548413, 0.382974, -4.683874], [5.553287, 1.044315, -2.215333], [7.958514, 0.092944, -4.469246], [-0.662268, 0.481633, -4.111286], [-3.193001, -1.172687, 1.974471], [-3.153410, -0.058378, 1.218174], [-4.215273, 0.821583, 1.266374], [-4.160958, 1.966516, 0.485234], [-3.062497, 2.211234, -0.327865], [-2.010471, 1.306164, -0.356384], [-2.046701, 0.158697, 0.423226], [-5.062146, 0.608107, 1.903856], [-4.981539, 2.670266, 0.513788], [-3.028573, 3.105985, -0.934940], [-1.155576, 1.491198, -0.990400], [-1.237794, -0.559582, 0.424043], [-2.913177, -5.683095, 6.895216], [-2.544201, -4.532609, 6.298995], [-3.241404, -4.106023, 5.186711], [-2.857531, -2.919532, 4.577707], [-1.791707, -2.187387, 5.082502], [-1.107009, -2.640781, 6.201729], [-1.482448, -3.823052, 6.823113], [-4.065741, -4.696819, 4.811248], [-3.396833, -2.566434, 3.711864], [-1.497934, -1.262478, 4.603671], [-0.275573, -2.072460, 6.597178], [-0.968656, -4.193663, 7.699432]], "atomic_forces_ev_per_a": [[-0.6, -0.3, -0.3], [0.6, 0.1, 0.4], [-0.4, -0.3, -0.2], [-0.1, -0.3, -0.3], [0.2, 0.3, 0.3], [0.0, -0.2, 0.0], [-0.1, 0.0, 0.0], [0.1, 0.0, -0.2], [-0.2, 0.0, 0.0], [0.2, -0.1, 0.0], [-0.2, 0.2, 0.0], [0.0, 0.0, 0.2], [0.1, -0.1, 0.0], [0.0, 0.0, 0.0], [-0.2, -0.1, -0.1], [0.1, 0.2, 0.0], [0.2, 0.2, 0.1], [0.3, 0.3, 0.1], [0.0, 0.0, -0.1], [0.0, 0.1, -0.1], [0.0, 0.0, 0.0], [-0.1, 0.0, 0.0], [0.0, 0.0, 0.0], [0.0, 0.0, 0.0], [-0.1, 0.0, 0.0], [0.1, 0.0, 0.0], [0.0, 0.0, 0.0], [0.0, 0.0, 0.0], [0.0, 0.0, 0.0], [0.0, 0.0, 0.1], [0.0, 0.0, 0.0], [0.0, 0.0, 0.0], [0.0, 0.0, 0.0], [0.0, 0.0, 0.0], [0.0, -0.1, 0.1], [0.0, 0.0, 0.0], [0.0, 0.0, 0.0], [0.0, 0.0, 0.0], [0.0, 0.0, 0.0], [0.0, 0.0, 0.0], [0.0, 0.0, 0.0], [0.0, 0.0, 0.0], [0.0, 0.0, 0.0]]}

3.
{"formula": "C17H12BrN2O2S", "method": "ωB97M-V/def2-TZVPD", "e_lumo_ev": 2.41, "charge": -1, "multiplicity": 1, "e_homo_ha": -0.1809, "symbols": ["C", "C", "C", "N", "C", "N", "C", "C", "C", "C", "C", "C", "H", "H", "H", "H", "H", "H", "Br", "C", "S", "C", "C", "C", "C", "C", "C", "O", "O", "H", "H", "H", "H", "H", "H"], "positions_angstrom": [[0.300908, 1.428169, 0.662929], [1.263993, 2.212742, 1.272624], [2.611502, 1.787738, 1.254791], [3.701028, 1.376874, 1.076730], [1.082314, 3.477143, 1.882825], [1.023318, 4.569520, 2.332239], [-1.174822, 1.866465, 1.011451], [-1.469725, 3.194474, 0.730318], [-2.711801, 3.762969, 1.067655], [-3.699321, 3.023048, 1.693387], [-3.436747, 1.671621, 1.959689], [-2.194356, 1.100586, 1.599831], [-0.013216, -0.079485, 1.604278], [-0.778730, 3.721705, 0.072329], [-2.888117, 4.826413, 0.836162], [-4.650122, 3.488956, 2.017135], [-4.181253, 1.048131, 2.470240], [-2.032631, 0.013342, 1.672564], [0.780541, 1.458282, -1.932335], [0.491394, 0.035433, 0.650552], [-0.316732, -1.395883, -0.332792], [0.823550, -2.440722, -1.259920], [1.061411, -2.281446, -2.632834], [1.796373, -3.206787, -3.383623], [2.340890, -4.356853, -2.794653], [2.065463, -4.548541, -1.435333], [1.322774, -3.624888, -0.690795], [-0.626962, -2.150434, 0.884960], [-1.333271, -0.984448, -1.235558], [1.592843, -0.215403, 0.479871], [0.752793, -1.354154, -3.114906], [1.970858, -3.039581, -4.455563], [2.913422, -5.100790, -3.380302], [2.441966, -5.459709, -0.948047], [1.170455, -3.824483, 0.364086]], "atomic_forces_ev_per_a": [[-2.9, 2.9, 0.5], [0.1, -0.1, -0.1], [3.1, -1.3, -1.1], [-2.5, 1.0, 0.8], [-0.4, 3.5, 1.0], [0.1, -3.1, -1.0], [0.6, 0.8, -0.9], [-0.9, 0.3, -0.6], [0.6, 0.6, -0.4], [0.0, -0.4, 0.6], [0.6, -0.2, -0.1], [0.1, -0.5, -0.3], [0.8, -1.7, 0.6], [-0.1, 0.2, 0.5], [0.1, -0.6, 0.0], [0.7, -0.4, -0.3], [0.3, 0.2, -0.4], [-0.3, 0.5, 0.4], [0.0, 0.3, -0.2], [2.1, -3.1, -1.5], [0.3, 0.8, 2.4], [0.8, -1.1, -0.7], [0.2, 0.8, -0.1], [0.3, -0.3, -0.1], [-0.7, 0.4, 0.3], [0.3, -0.3, -0.1], [0.2, 0.2, 0.3], [-0.2, -0.5, -1.1], [-0.7, 0.0, -0.5], [-1.4, 0.1, 1.1], [-0.2, -0.2, 0.1], [-0.2, 0.1, 0.6], [-0.4, 0.6, 0.4], [-0.2, 0.5, -0.1], [-0.2, 0.1, -0.1]]}

4.
{"formula": "C3H4FeO2", "method": "ωB97M-V/def2-TZVPD", "e_lumo_ev": [-0.36, -2.20], "s2": 12.013, "multiplicity": 7, "e_homo_ha": [-0.2118, -0.2629], "symbols": ["C", "C", "H", "H", "H", "O", "C", "O", "H", "Fe"], "positions_angstrom": [[1.482617, 1.625084, -0.201291], [2.687508, 0.864110, -0.688728], [3.540975, 1.552355, -0.778777], [2.563675, 0.358134, -1.667175], [2.975242, 0.035961, -0.006554], [0.357576, 1.037238, -0.977745], [-0.544979, 0.880247, -0.039850], [-1.338501, -0.088202, -0.178074], [-0.823664, 1.687954, 0.658175], [-1.337587, -1.275796, -1.801885]], "atomic_forces_ev_per_a": [[0.6, 0.1, 0.4], [0.2, -0.4, -0.1], [-0.1, -0.3, 0.2], [-0.1, 0.4, 0.1], [0.0, 0.4, 0.0], [-1.4, -0.3, 0.4], [0.1, 0.7, -1.5], [-0.4, -0.9, 0.0], [0.7, -0.5, -0.2], [0.3, 0.7, 0.7]]}

5.
{"formula": "C13H14", "method": "ωB97M-V/def2-TZVPD", "e_lumo_ev": 0.57, "multiplicity": 1, "smiles": "C/C=C1\\C[C@]12C=CC=CC2=C1CC1", "e_homo_ha": -0.2844, "symbols": ["C", "C", "C", "C", "C", "C", "C", "C", "C", "C", "C", "C", "C", "H", "H", "H", "H", "H", "H", "H", "H", "H", "H", "H", "H", "H", "H"], "positions_angstrom": [[0.340234, -2.555806, -0.668194], [0.865548, -2.555249, 0.673872], [-0.224795, -1.461475, -1.199208], [1.219177, -1.386968, 1.174057], [-0.125574, -0.191265, -0.432329], [1.133104, -0.186297, 0.431558], [-1.547266, 0.259999, -0.155600], [-2.578843, 0.034969, 0.658675], [-0.665709, 1.028458, -1.055022], [2.962683, 1.427999, -0.713890], [3.650936, 0.421405, 0.136621], [2.240555, 0.530117, 0.215351], [-3.990131, 0.663237, 0.626898], [0.448209, -3.492269, -1.192336], [1.134885, -3.427075, 1.263316], [-0.484332, -1.548870, -2.232223], [1.778915, -1.463192, 2.122323], [-2.501673, -0.704120, 1.444715], [-0.474104, 2.048810, -0.767908], [-0.876672, 1.199101, -2.136611], [3.032138, 2.522536, -0.401629], [2.691580, 1.169006, -1.670345], [4.315293, -0.368297, -0.238865], [4.150334, 0.976528, 0.974291], [-4.081189, 1.291667, -0.309542], [-4.139676, 1.119220, 1.654016], [-4.623109, -0.100936, 0.423395]], "atomic_forces_ev_per_a": [[-0.6, -0.7, -0.1], [0.1, -0.2, 0.1], [2.0, -1.0, 0.1], [1.6, -1.2, 2.7], [0.0, 0.3, 0.6], [-0.5, 1.1, -1.4], [0.4, 0.2, 1.4], [-0.3, 0.6, -0.8], [-2.1, 1.5, -2.2], [-1.1, 2.1, 2.0], [3.2, 1.0, 2.4], [-2.0, -0.7, -0.5], [3.4, 2.4, -0.2], [-0.4, 0.0, -0.4], [-0.4, -0.2, -0.5], [-0.7, 0.6, -0.5], [-0.3, 0.6, -0.4], [0.4, -0.3, -0.1], [0.7, 0.0, 1.1], [0.1, -1.1, 0.5], [0.0, -1.6, -0.8], [0.0, 0.0, -2.4], [-0.9, -0.1, 0.0], [-0.1, -0.7, -0.7], [0.1, 0.1, 1.5], [-0.4, -0.1, -1.6], [-2.3, -2.4, 0.0]]}

6.
{"formula": "C4H10N2O", "method": "ωB97M-V/def2-TZVPD", "e_lumo_ev": 0.91, "multiplicity": 1, "smiles": "C=CN=C.NCO", "e_homo_ha": -0.3359, "symbols": ["C", "C", "C", "N", "H", "H", "H", "H", "H", "N", "C", "O", "H", "H", "H", "H", "H"], "positions_angstrom": [[1.222780, -0.330632, 1.000506], [1.363033, -0.250021, -0.320566], [2.487460, -2.143157, 1.591715], [2.137831, -0.963690, 1.852224], [0.391623, 0.124319, 1.528898], [2.310818, -0.583204, -0.726886], [0.582221, 0.113911, -0.971519], [3.218550, -2.644911, 2.222757], [2.068248, -2.710538, 0.755089], [-2.738461, 0.049185, -1.030825], [-2.354698, 1.387835, -0.736073], [-1.241856, 1.785355, -1.563437], [-2.967979, -0.038483, -2.015042], [-1.951668, -0.568395, -0.860021], [-3.188559, 2.072065, -0.901445], [-2.030883, 1.444410, 0.305593], [-0.992805, 2.688775, -1.341206]], "atomic_forces_ev_per_a": [[-0.3, -0.1, -0.2], [0.2, -0.3, 0.3], [0.1, -0.3, -0.1], [0.2, 0.5, 0.3], [-0.1, -0.1, -0.1], [-0.2, -0.2, -0.3], [0.2, 0.4, 0.0], [0.0, 0.1, 0.0], [0.0, 0.0, 0.0], [0.1, 0.0, -0.1], [0.5, 0.1, 0.0], [-0.1, 0.0, 0.0], [-0.1, 0.0, 0.1], [-0.1, 0.0, 0.0], [-0.1, -0.1, 0.0], [-0.2, 0.0, 0.1], [0.0, 0.0, 0.0]]}

7.
{"formula": "C9H10N3O4SSbSe4Tc", "method": "ωB97M-V/def2-TZVPD", "e_lumo_ev": -5.41, "charge": 1, "multiplicity": 1, "e_homo_ha": -0.3798, "symbols": ["Tc", "N", "C", "C", "O", "N", "C", "C", "O", "O", "H", "H", "H", "H", "H", "H", "O", "N", "C", "C", "C", "C", "C", "S", "H", "H", "H", "H", "Se", "Sb", "Se", "Se", "Se"], "positions_angstrom": [[-0.628172, -0.483091, 0.131466], [-2.508718, 0.472405, 0.658101], [-3.650666, -0.195779, 0.012539], [-3.160739, -0.730842, -1.315044], [-3.878709, -1.159900, -2.172227], [-1.759183, -0.720402, -1.401179], [-1.180701, -1.472224, -2.512103], [-0.143183, -2.404598, -1.915843], [0.510183, -3.210895, -2.530083], [0.003020, -2.242303, -0.612402], [-2.424063, 1.420305, 0.301289], [-2.618489, 0.545736, 1.665291], [-3.959973, -1.042458, 0.625719], [-4.500078, 0.469178, -0.129655], [-1.944211, -2.030155, -3.051510], [-0.680276, -0.803761, -3.215269], [-0.206324, 1.186195, 1.197106], [0.942761, 1.867455, 1.082733], [1.081433, 2.998710, 1.810462], [2.260985, 3.683425, 1.754470], [3.301255, 3.195648, 0.953312], [3.128213, 2.044766, 0.225520], [1.905008, 1.371263, 0.293306], [1.516579, -0.068217, -0.562303], [0.222952, 3.268102, 2.405517], [2.374923, 4.584936, 2.337351], [4.242886, 3.725307, 0.912232], [3.910156, 1.636112, -0.398463], [2.219787, -3.291906, 1.642716], [2.384289, -4.196329, -0.809508], [-0.909992, -1.710664, 2.104698], [-0.003558, -3.847567, 2.002351], [4.152606, -2.858453, -1.490592]], "atomic_forces_ev_per_a": [[0.0, -0.1, 0.4], [0.0, 0.0, 0.0], [0.0, 0.0, -0.1], [0.0, 0.1, 0.0], [0.0, 0.0, 0.0], [0.0, -0.3, -0.2], [0.1, -0.1, 0.0], [-0.1, 0.2, 0.0], [0.0, -0.1, -0.2], [0.0, 0.0, 0.1], [0.1, 0.0, 0.1], [0.0, 0.0, 0.0], [0.0, 0.0, 0.0], [0.0, 0.0, 0.0], [0.0, 0.0, 0.0], [0.0, 0.0, 0.0], [0.1, 0.1, 0.0], [0.0, 0.0, 0.0], [0.0, 0.0, 0.0], [0.0, 0.0, 0.0], [0.0, 0.0, 0.0], [0.0, 0.0, 0.0], [0.0, 0.0, 0.0], [0.1, 0.1, -0.1], [0.0, 0.0, 0.0], [0.0, 0.0, 0.0], [0.0, 0.0, 0.0], [0.0, 0.0, 0.0], [0.0, 0.0, 0.0], [-0.1, -0.1, 0.0], [-0.1, 0.0, -0.1], [0.0, 0.0, 0.1], [0.1, 0.1, -0.1]]}

no.,F_max (eV/Å)
1,5.2
2,0.7
3,4.1
4,1.7
5,4.2
6,0.6
7,0.4